No. 1
DFT (wB97M-V/def2-TZVPD) results for a structure of composition C3H5BrINO3.

LUMO level (spin up / spin down) in eV: -0.7 / -1.2
Energy relative to the best compared isomer or geometry (same formula, charge and spin) in eV: 1.683
HOMO level (spin up / spin down) in eV: -9.4349 / -8.1431
HOMO-LUMO gap (spin up / spin down) in eV: 8.8 / 6.9

Structure (ORCA input):
```
! RIJCOSX wB97M-V def2-TZVPD def2/J DEFGRID3
* xyz 0 1
H -1.6960 1.9308 -0.2385
I 0.9844 1.1568 2.7629
C 0.1053 0.8611 -0.4005
O 0.0860 -4.3743 0.2425
N 0.9184 -3.6239 0.6495
O 2.1004 -3.6650 0.8103
H -0.1128 3.0606 -0.2262
H 1.2233 1.1128 -0.5037
C -0.7170 2.1826 -0.5514
H -1.2791 0.2398 -1.5781
C -0.0691 0.3452 1.0356
H -0.7464 2.3759 -1.6661
Br -0.3972 -1.4873 0.9160
O -0.4003 -0.1152 -1.2522
*
```

---

No. 2
DFT (wB97M-V/def2-TZVPD) results for a structure of composition C8H15IO5P.

LUMO level in eV: 2.7
Energy relative to the best compared isomer or geometry (same formula, charge and spin) in eV: 0.746
HOMO level in eV: -5.5295
HOMO-LUMO gap in eV: 8.2

Structure (ORCA input):
```
! RIJCOSX wB97M-V def2-TZVPD def2/J DEFGRID3
* xyz -1 1
C 1.6568 -2.7743 1.0920
H -0.0713 3.7940 0.6678
H 0.1610 1.7474 2.0020
C -0.8987 1.9480 1.7484
O -2.4208 0.7727 -0.8505
H 1.9753 -3.0411 2.1888
H 0.6805 -3.1260 0.9180
H -0.6088 -0.5064 -2.4596
C 0.3040 -0.0579 -2.3288
C -1.7024 0.7887 1.1656
H -0.4971 2.5735 -0.3268
H -1.5169 2.2134 2.5912
H 2.4846 -0.6033 -2.5094
O -4.0502 1.3429 0.5849
O 0.4160 0.3285 -0.9931
C -2.9105 1.0041 0.2924
H 2.2947 -3.2335 0.2070
O -1.2371 -1.6358 -0.3802
H 2.4514 -0.9165 1.6756
O 0.4886 -0.4849 1.2232
H 1.2830 -1.9920 -2.1069
H -1.6991 3.5389 0.5012
C 1.6826 -1.2354 0.9126
C 1.3873 -1.0422 -2.7298
H 1.2564 -1.1571 -3.8003
C -0.7424 2.9373 0.6378
H 2.0569 -0.9195 -0.0832
H 0.4595 0.8273 -3.0297
P -0.6772 -0.3389 0.0904
I -2.0060 -0.7519 3.0994
*
```

---

No. 3
DFT (wB97M-V/def2-TZVPD) results for a structure of composition C2H5F2KOZn2.

LUMO level in eV: -11.0
HOMO level in eV: -17.7497
HOMO-LUMO gap in eV: 6.8

Structure (ORCA input):
```
! RIJCOSX wB97M-V def2-TZVPD def2/J DEFGRID3
* xyz 2 1
H -5.4881 -9.0803 -12.8436
C -4.8890 -7.5033 -11.5773
Zn -5.2342 -4.2722 -12.3635
H -5.4793 -7.4019 -13.5600
H -3.8327 -7.6658 -11.8102
F -6.7657 -4.0187 -11.0320
Zn -6.4376 -5.4901 -9.7891
F -3.9107 -3.5646 -11.1683
K -5.4584 -1.3853 -10.4405
C -5.7550 -8.0352 -12.7070
H -5.0503 -8.1076 -10.6785
O -5.1039 -6.1516 -11.2169
H -6.8336 -7.8838 -12.6394
*
```

---

Asked for DFT total energy across the records above, the calculation gives -88961.0653; -36168.4466; -122782.1134 eV in order.